Molecular formula: C29H38IN5O2S2SiTi
Method: DFT, ωB97M-V/def2-TZVPD

CARTESIAN COORDINATES (ANGSTROEM)
N  1.065505  1.041123  1.619360
H  2.031048  3.285647  0.130070
H  3.683175  3.020717  0.679793
H  -3.329217  -0.100014  0.315226
H  -1.426429  -3.843989  5.137676
N  2.783232  1.422112  -0.433017
H  -1.277317  -3.610715  -1.018631
C  2.714023  2.539032  0.529935
C  -0.524550  -3.877945  3.190541
Si  -1.196555  -1.369238  -0.051466
H  -2.880502  -1.912239  4.622880
Ti  0.605800  0.517609  -0.430092
H  -0.417452  1.875176  4.991083
C  -1.007793  -0.505724  -4.810092
H  1.110099  2.202004  -2.493960
N  2.033779  -1.106885  0.370850
H  -1.867936  -0.073867  -4.315028
H  -3.536867  -1.598287  -0.588592
C  1.195206  -0.154128  2.486743
C  2.153260  -1.144259  1.855635
H  3.184280  -0.910127  2.120633
C  -1.108056  -0.966733  -6.107033
H  3.258466  -1.249588  -1.322707
C  -1.377491  -3.373308  4.164569
H  4.209872  0.625143  0.884852
C  3.362626  -0.980404  -0.277160
C  -2.385771  2.160265  1.539134
H  -3.740003  3.788768  -0.294827
O  -0.653234  0.464512  -2.166935
C  -0.561921  3.120824  -1.477691
C  -2.896709  -0.718789  -0.469742
H  -2.782550  -0.845530  2.411707
C  -0.727305  -2.705613  -1.288282
C  -2.072302  1.648644  3.677414
C  1.230390  -1.612120  -6.056960
H  1.617681  -1.973208  0.045349
H  2.941209  1.791971  -1.362185
H  0.085174  -4.747216  3.402335
C  3.860720  0.446454  -0.131110
H  -1.038719  -2.422886  -2.295916
C  -1.354686  1.322275  4.944958
H  2.265911  -1.232858  -4.223911
C  0.011805  -1.517921  -6.728586
H  0.330773  -2.971648  -1.340596
H  -1.138330  0.252637  4.990554
S  -1.938280  3.991729  -1.919877
C  -2.132245  -1.687783  2.623661
C  -1.944128  2.651671  0.219449
H  1.842484  2.823045  2.476659
C  -2.189399  -2.284460  3.876034
H  0.363218  3.523293  -3.358123
H  1.949869  -2.146566  2.228373
C  1.327364  -1.158916  -4.756783
H  4.074859  -1.670474  0.180171
N  -0.672164  2.443944  -0.340190
C  -1.269725  -2.167933  1.634155
I  -0.136256  -2.208308  -8.674248
H  0.206414  -0.591485  2.595713
H  4.718234  0.607031  -0.784214
H  -4.579964  2.157512  1.322520
C  -3.687993  2.035746  1.916049
H  -1.950626  1.582237  5.817900
H  0.195589  1.501144  1.953816
C  0.209350  -0.603289  -4.130650
C  2.181552  2.002895  1.842351
C  0.290590  -0.132454  -2.766329
H  1.375140  3.876602  -1.966270
N  -1.481831  1.933111  2.546592
H  2.091016  -2.039269  -6.552050
C  -2.744586  3.450100  -0.530186
H  -2.902713  -0.155745  -1.401262
H  0.165456  -3.717519  1.178238
O  1.357976  -0.284314  -2.036553
H  1.542234  0.137464  3.480951
C  0.640507  3.175941  -2.364477
H  -2.047302  -0.901801  -6.637968
C  -0.478397  -3.282000  1.938225
H  2.971299  1.487495  2.388431
S  -3.779878  1.651681  3.573113

Force components x, y, z for each atom (eV/Å):
-0.3673 0.2635 0.5650
-0.0449 0.0526 -0.0396
0.0196 0.0026 -0.0083
0.0191 -0.0334 -0.0143
0.0021 0.0025 -0.0057
-0.1524 -0.0956 0.1464
-0.0087 0.0035 -0.0163
0.0265 -0.0344 -0.0491
-0.0157 0.0084 0.0169
-0.0301 -0.3660 0.0806
0.0043 -0.0077 -0.0069
-0.0412 0.5546 0.0266
-0.0054 -0.0082 -0.0079
-0.0231 0.0184 -0.0592
0.0321 0.0609 0.0154
-0.2149 0.0514 0.0716
0.0093 -0.0090 0.0048
-0.0108 0.0088 0.0008
-0.0228 0.0045 -0.0054
0.0345 0.0098 -0.0394
0.0029 0.0193 -0.0010
0.0050 0.0118 0.0356
-0.0146 0.0070 -0.0186
0.0199 -0.0157 -0.0072
0.0056 -0.0018 0.0056
-0.0309 0.0009 0.0000
0.0993 0.0198 -0.0171
0.0366 0.0115 0.0401
0.0551 -0.1759 0.2256
0.0441 -0.0161 0.1463
-0.0092 0.1117 -0.0180
0.0032 -0.0146 0.0013
0.0365 0.0368 -0.0757
0.0582 0.0242 -0.0356
-0.0129 0.0106 0.0275
0.0371 -0.0746 0.0572
0.0124 0.0236 -0.0639
-0.0086 0.0126 -0.0013
0.0080 0.0118 -0.0119
0.0071 -0.0197 0.0039
0.0173 0.0172 -0.0272
-0.0019 0.0024 0.0054
0.0145 -0.0110 -0.0100
-0.0116 -0.0091 0.0127
0.0098 0.0018 -0.0079
-0.0512 0.0047 -0.0873
-0.0055 -0.0014 0.0362
0.1453 -0.0508 0.0473
0.0061 0.0022 0.0020
-0.0106 0.0414 -0.0239
-0.0068 0.0059 0.0017
0.0170 -0.0091 0.0119
0.0123 -0.0296 -0.0144
0.0185 -0.0117 -0.0046
-0.1552 -0.1001 -0.2449
0.0848 -0.0647 0.0327
-0.0028 -0.0079 -0.0276
0.0048 -0.0045 -0.0024
0.0183 0.0022 0.0021
0.0271 -0.0011 -0.0123
-0.0900 -0.0227 -0.0345
-0.0057 -0.0061 -0.0071
0.0892 0.0237 0.0021
0.0095 0.0535 0.0079
-0.0003 -0.0175 0.0211
0.0295 -0.0242 0.0732
0.0393 0.0282 0.0046
0.2457 -0.0901 -0.0268
-0.0063 -0.0025 0.0027
-0.0460 0.1024 0.0460
-0.0235 -0.0184 -0.0106
-0.0131 0.0053 0.0136
0.0998 -0.3061 -0.8594
-0.0073 -0.0096 0.0241
0.0637 0.0375 0.0563
0.0066 -0.0011 -0.0026
-0.0237 0.0071 -0.0069
-0.0038 0.0013 0.0097
-0.0592 -0.0082 0.0280

The HOMO energy comes out at -13.20 eV. The calculation puts the total energy at -3784.8288 Ha. The energy above the lowest of the compared OMol25 structures with the same formula, charge and spin comes out at 0.0 kJ/mol. Its charge is +2. The lowest unoccupied orbital energy is -6.0 eV. Its spin multiplicity is 1.

In elementary charge units, the Löwdin charges are:
1 N -0.143
2 H 0.106
3 H 0.141
4 H 0.008
5 H 0.116
6 N -0.096
7 H 0.058
8 C -0.164
9 C -0.060
10 Si 0.655
11 H 0.114
12 Ti 1.066
13 H 0.088
14 C 0.010
15 H 0.055
16 N -0.101
17 H 0.129
18 H 0.062
19 C -0.168
20 C -0.135
21 H 0.123
22 C -0.118
23 H 0.114
24 C -0.054
25 H 0.116
26 C -0.158
27 C -0.343
28 H 0.098
29 O -0.106
30 C -0.633
31 C -0.163
32 H 0.075
33 C -0.167
34 C -0.621
35 C -0.119
36 H 0.088
37 H 0.119
38 H 0.115
39 C -0.138
40 H 0.040
41 C -0.052
42 H 0.125
43 C -0.719
44 H 0.036
45 H 0.074
46 S 1.193
47 C -0.111
48 C -0.283
49 H 0.141
50 C -0.070
51 H 0.100
52 H 0.124
53 C 0.010
54 H 0.140
55 N 0.019
56 C -0.314
57 I 0.988
58 H 0.086
59 H 0.142
60 H 0.093
61 C -0.341
62 H 0.087
63 H 0.060
64 C -0.149
65 C -0.139
66 C -0.545
67 H 0.098
68 N 0.071
69 H 0.105
70 C -0.302
71 H 0.031
72 H 0.103
73 O -0.134
74 H 0.138
75 C -0.053
76 H 0.105
77 C -0.119
78 H 0.120
79 S 1.137